C51H116N15O15 | wB97M-V/def2-TZVPD

Cartesian coordinates (Å):
C: 0.3812 -9.0188 -51.1232
C: 0.9972 -9.7952 -49.9841
C: 0.5706 -9.0643 -48.7310
C: 1.0864 -9.7649 -47.5147
C: 0.5253 -11.1658 -47.4961
C: 0.8509 -11.9690 -48.7536
N: 0.5707 -11.1633 -49.9273
O: 0.8267 -11.8437 -51.1309
C: -0.0602 -13.1880 -48.8006
C: 2.2677 -12.5215 -48.6736
C: 2.5216 -9.6231 -50.1345
H: 0.6981 -7.9734 -51.0769
H: -0.7121 -8.9455 -51.0619
H: 0.6453 -9.4764 -52.0692
H: -0.5298 -9.1183 -48.7059
H: 0.8920 -8.0211 -48.8050
H: 0.8125 -9.2119 -46.5952
H: 2.1823 -9.6779 -47.5054
H: -0.5449 -11.1465 -47.3006
H: 1.0130 -11.6503 -46.6336
H: -1.0882 -12.9593 -49.0702
H: -0.0655 -13.7539 -47.8586
H: 0.3214 -13.8551 -49.5779
H: 2.4836 -13.1725 -49.5253
H: 2.3709 -13.1759 -47.7929
H: 3.0623 -11.7817 -48.6242
H: 2.8671 -10.3372 -50.8920
H: 3.1169 -9.8425 -49.2491
H: 2.7417 -8.6211 -50.5101
C: -2.7863 -10.8607 -51.5925
C: -2.9304 -12.3370 -51.6850
O: -4.0451 -12.8468 -51.8317
N: -1.7938 -13.0470 -51.5662
C: -1.7791 -14.4535 -51.7308
H: -1.8621 -10.4796 -52.0349
H: -2.7841 -10.4374 -50.5858
H: -3.5663 -10.3717 -52.1778
H: -0.8859 -12.5759 -51.3380
H: -2.7908 -14.8346 -51.8558
H: -1.3053 -14.9550 -50.8798
H: -1.2291 -14.7511 -52.6360
C: -0.8812 -10.0538 -43.7488
C: -0.3433 -11.3402 -43.1716
O: -0.6416 -12.3977 -43.6411
N: 0.4560 -11.2330 -42.1072
C: 0.9678 -12.3648 -41.3998
H: -1.7691 -9.8120 -43.1524
H: -1.1490 -10.2034 -44.7842
H: -0.1879 -9.2166 -43.6304
H: 0.7627 -10.3362 -41.7924
H: 2.0513 -12.2985 -41.2963
H: 0.7246 -13.2880 -41.9171
H: 0.5255 -12.4500 -40.4013
C: -1.6727 -5.5531 -53.2520
C: -2.9352 -5.8980 -52.5806
O: -3.8910 -6.2759 -53.2143
N: -2.9800 -5.7037 -51.2338
C: -1.8610 -5.4039 -50.3944
H: -0.8922 -6.2677 -52.9929
H: -1.3316 -4.5642 -52.9275
H: -1.8377 -5.5448 -54.3185
H: -3.8950 -5.7953 -50.7944
H: -2.0516 -5.8128 -49.4044
H: -1.6566 -4.3272 -50.3384
H: -0.9522 -5.8731 -50.7709
C: 0.6967 -12.9167 -54.5776
C: -0.1333 -11.7525 -55.0234
O: -0.6816 -11.6949 -56.1137
N: -0.2294 -10.7880 -54.0999
C: -0.9630 -9.5759 -54.3491
H: 0.2353 -13.8651 -54.8162
H: 0.9167 -12.8071 -53.5209
H: 1.6260 -12.8407 -55.1531
H: 0.2228 -10.9355 -53.1963
H: -2.0312 -9.6509 -54.1533
H: -0.8143 -9.3011 -55.4025
H: -0.5352 -8.7285 -53.8172
C: -2.0096 -19.9062 -51.5961
C: -0.9484 -19.1775 -50.8210
O: 0.2160 -19.5125 -50.8681
N: -1.4043 -18.1877 -50.0005
C: -0.5222 -17.4257 -49.1360
H: -2.1569 -20.8453 -51.0692
H: -1.6705 -20.0611 -52.6079
H: -2.9440 -19.3427 -51.5784
H: -2.3242 -17.8218 -50.1430
H: 0.5325 -17.5000 -49.3462
H: -0.7141 -17.6222 -48.0801
H: -0.7889 -16.3564 -49.1984
C: 2.6301 -10.1904 -56.1722
C: 3.4493 -8.9327 -55.9837
O: 3.7925 -8.2492 -56.9362
N: 3.7960 -8.5803 -54.6975
C: 3.6267 -9.3632 -53.5030
H: 2.6899 -10.8869 -55.3362
H: 2.9620 -10.6889 -57.0769
H: 1.5795 -9.9234 -56.3101
H: 4.3754 -7.7549 -54.6622
H: 2.5750 -9.4429 -53.2296
H: 4.1150 -8.8811 -52.6570
H: 4.1046 -10.3413 -53.5748
C: 7.9454 -6.0429 -47.6829
C: 6.7489 -6.9673 -47.7340
O: 6.6065 -7.7975 -48.6131
N: 5.7631 -6.7033 -46.8048
C: 4.4993 -7.3472 -46.8382
H: 7.8238 -5.2320 -48.4026
H: 8.8505 -6.5672 -47.9870
H: 8.1157 -5.6199 -46.6905
H: 5.9164 -5.9924 -46.1214
H: 3.7009 -6.6073 -46.8800
H: 4.3822 -7.9660 -45.9455
H: 4.4495 -7.9761 -47.7157
C: 5.7431 -10.8825 -47.6218
C: 5.2844 -11.5366 -46.3541
O: 6.0508 -12.1252 -45.6130
N: 3.9624 -11.3641 -46.0558
C: 3.3283 -11.9759 -44.9124
H: 6.3943 -11.5223 -48.1972
H: 6.2106 -9.9365 -47.3466
H: 4.9013 -10.5772 -48.2555
H: 3.3208 -10.9702 -46.7134
H: 4.1041 -12.2143 -44.1816
H: 2.8424 -12.9213 -45.1802
H: 2.6121 -11.3067 -44.4388
C: 4.2527 -16.5953 -48.1180
C: 5.5507 -17.1354 -48.6657
O: 6.3857 -17.6939 -47.9360
N: 5.7442 -16.9150 -49.9836
C: 6.9534 -17.2858 -50.6223
H: 3.5319 -16.3773 -48.9221
H: 4.4460 -15.6372 -47.6270
H: 3.7932 -17.2839 -47.4232
H: 5.0444 -16.3761 -50.4782
H: 7.1000 -18.3638 -50.5921
H: 7.8168 -16.7924 -50.1694
H: 6.8978 -16.9479 -51.6559
C: -3.7780 -14.1852 -48.3794
C: -4.7021 -13.5056 -47.3948
O: -5.7618 -14.0163 -47.0274
N: -4.3353 -12.2582 -46.9547
C: -3.0718 -11.6437 -47.1123
H: -4.3402 -14.9457 -48.9172
H: -2.9784 -14.6997 -47.8328
H: -3.3640 -13.5019 -49.1177
H: -5.0427 -11.8610 -46.3583
H: -3.1244 -10.7852 -47.7896
H: -2.3045 -12.3225 -47.4400
H: -2.8250 -11.2430 -46.1279
C: -2.8782 -15.1849 -43.9483
C: -1.5951 -15.9296 -43.9149
O: -1.5622 -17.0810 -43.5111
N: -0.4981 -15.2414 -44.3835
C: 0.8299 -15.6941 -44.2421
H: -3.2207 -15.0285 -42.9288
H: -3.6180 -15.7569 -44.5045
H: -2.8028 -14.2028 -44.4307
H: -0.6092 -14.2647 -44.5724
H: 1.4451 -14.9179 -43.7833
H: 1.2616 -15.8993 -45.2262
H: 0.8598 -16.6071 -43.6617
C: -2.1002 -7.6139 -46.2367
C: -3.3129 -7.9884 -45.4214
O: -4.0760 -8.8601 -45.8441
N: -3.4434 -7.3797 -44.1962
C: -4.4976 -7.6836 -43.2852
H: -2.1231 -6.6102 -46.6734
H: -1.8986 -8.3834 -46.9647
H: -1.2488 -7.5263 -45.5421
H: -2.8601 -6.5766 -44.0448
H: -4.1494 -8.3526 -42.4949
H: -5.3197 -8.1464 -43.8169
H: -4.8482 -6.7710 -42.8050
C: -6.0581 -5.8224 -47.1825
C: -5.4724 -6.4424 -48.4463
O: -5.4000 -5.7759 -49.4856
N: -5.0441 -7.7098 -48.2943
C: -4.3370 -8.5054 -49.2786
H: -7.0359 -5.4172 -47.4268
H: -5.4285 -4.9762 -46.8997
H: -6.0811 -6.5241 -46.3503
H: -5.0702 -8.1105 -47.3597
H: -4.7631 -9.5070 -49.3075
H: -3.2600 -8.5643 -49.0684
H: -4.4112 -8.0750 -50.2745
C: 3.8917 -12.7497 -52.2678
C: 3.6064 -14.1910 -51.9946
O: 4.5173 -15.0029 -51.8513
N: 2.3003 -14.5077 -52.0242
C: 1.7396 -15.7828 -51.7193
H: 3.6974 -12.4554 -53.2908
H: 4.9370 -12.5723 -52.0093
H: 3.3226 -12.1456 -51.5482
H: 1.7053 -13.6703 -52.0001
H: 1.0937 -16.0870 -52.5436
H: 1.1947 -15.7695 -50.7763
H: 2.5192 -16.5373 -51.6551

E	-3963.08224	a.u.
energy above the lowest of the compared OMol25 structures with the same formula, charge and spin	32.5	kJ/mol
max |F|	0.0445	Eh/bohr
charge	-1

Mulliken population analysis, charges in e, atoms 1 to 6: number 1, C, carries -1.183; number 2, C, carries 3.467; number 3, C, carries -1.064; number 4, C, carries 0.159; number 5, C, carries 0.993; number 6, C, carries 3.054